ORCA calculation (the ωB97M-V functional and the def2-TZVPD basis) on a single CH3O3PS molecule.

```
9
Properties=species:S:1:pos:R:3
O -0.896 -1.316 0.208
C -0.162 -0.196 0.222
O -0.470 0.602 1.320
O -0.452 0.563 -0.951
P 1.698 -0.436 0.557
S 2.641 0.716 -0.668
H -1.167 -1.687 -0.618
H -1.363 0.825 1.485
H 0.171 0.928 -1.555
```

Values from the calculation:
* SMILES string: OC(O)(O)P=S
* calculated total energy: -27351.2115 eV
* gap between HOMO and LUMO: 7.626 eV
* LUMO energy: -1.38 eV
* ΔE to the lowest compared entry with this formula, charge and spin: 37.5 kcal/mol
* charge: 0
* spin multiplicity: 1

ORCA calculation (the ωB97M-V functional and the def2-TZVPD basis) on a molecular structure, C43H59AsN2NiOSSi2Te.

```
111
Properties=species:S:1:pos:R:3
Ni 0.642 -0.086 0.447
C -3.577 -1.328 6.081
C -3.244 -0.039 5.319
C -3.764 1.156 6.129
C -3.996 -0.073 3.986
C -1.734 0.075 5.150
C -0.908 0.132 6.278
C 0.475 0.128 6.156
C 1.041 0.105 4.902
S 2.735 0.039 4.462
C 2.255 0.053 2.757
N 0.924 0.154 2.571
C 0.242 0.132 3.738
C -1.148 0.093 3.898
C 3.151 -0.025 1.677
C 4.550 -0.166 1.813
C 5.345 -0.280 0.699
C 4.788 -0.232 -0.576
C 3.417 -0.029 -0.733
C 2.586 0.013 0.366
H -4.649 -1.381 6.271
H -3.055 -1.360 7.034
H -3.285 -2.202 5.503
H -4.849 1.101 6.212
H -3.497 2.091 5.643
H -3.343 1.159 7.131
H -5.063 -0.194 4.172
H -3.672 -0.902 3.362
H -3.848 0.858 3.446
H -1.332 0.160 7.272
H 1.105 0.129 7.034
H -1.742 0.049 3.006
H 4.971 -0.201 2.811
H 6.417 -0.394 0.808
H 5.415 -0.319 -1.453
H 3.006 0.046 -1.734
C -0.197 -3.067 2.639
C -0.709 -2.648 1.260
O -1.836 -3.022 0.866
N 0.110 -1.946 0.526
Te -0.827 -1.394 -1.314
C -1.927 -1.458 -3.424
C -2.652 -0.364 -3.886
C -2.815 0.877 -3.061
C -3.226 -0.388 -5.152
C -3.097 -1.489 -5.978
C -3.725 -1.512 -7.342
C -2.392 -2.584 -5.500
C -1.824 -2.585 -4.233
C -1.106 -3.811 -3.760
C 0.981 -1.734 -2.409
C 1.372 -0.839 -3.409
C 0.573 0.375 -3.773
C 2.540 -1.072 -4.127
C 3.327 -2.184 -3.893
C 4.578 -2.433 -4.683
C 2.915 -3.077 -2.917
C 1.763 -2.873 -2.171
C 1.407 -3.903 -1.145
H -0.176 -4.156 2.688
H -0.876 -2.697 3.407
H 0.801 -2.669 2.813
H -2.654 0.646 -2.010
H -3.813 1.297 -3.185
H -2.090 1.639 -3.359
H -3.780 0.482 -5.488
H -4.208 -0.561 -7.555
H -4.476 -2.301 -7.405
H -2.976 -1.707 -8.110
H -2.282 -3.458 -6.130
H -1.498 -4.704 -4.245
H -1.224 -3.910 -2.681
H -0.041 -3.741 -3.984
H -0.105 0.644 -2.962
H -0.019 0.173 -4.668
H 1.229 1.224 -3.975
H 2.835 -0.351 -4.882
H 4.782 -1.597 -5.349
H 4.472 -3.341 -5.277
H 5.429 -2.568 -4.017
H 3.514 -3.961 -2.733
H 1.825 -4.876 -1.407
H 0.323 -3.997 -1.052
H 1.803 -3.599 -0.174
C -2.579 1.311 0.742
Si -1.183 2.624 0.599
C -1.033 3.454 2.326
C -1.955 3.937 -0.586
As 0.819 1.928 -0.492
Si 2.364 3.482 0.380
C 1.723 5.245 -0.068
C 3.982 3.359 -0.655
C 2.853 3.519 2.234
H -3.377 1.643 1.401
H -2.202 0.367 1.127
H -3.035 1.101 -0.221
H -1.997 3.789 2.700
H -0.374 4.315 2.273
H -0.620 2.758 3.050
H -2.819 4.434 -0.158
H -2.268 3.471 -1.516
H -1.218 4.693 -0.839
H 1.427 5.265 -1.112
H 2.484 6.005 0.074
H 0.859 5.524 0.524
H 3.729 3.179 -1.697
H 4.620 2.544 -0.328
H 4.566 4.273 -0.608
H 1.990 3.707 2.865
H 3.599 4.279 2.450
H 3.266 2.558 2.523
```

Values from the calculation:
* calculated total energy: -186344.3130 eV
* gap between HOMO and LUMO (alpha / beta): 5.024 / 6.217 eV
* expectation value of S²: 3.7868
* LUMO energy (alpha / beta): 2.20 / 1.72 eV
* ΔE to the lowest compared entry with this formula, charge and spin: 48.9 kcal/mol
* charge: -1
* spin multiplicity: 4

ORCA calculation (the ωB97M-V functional and the def2-TZVPD basis) on a molecular structure, C26H22IIrN3Se.

```
54
Properties=species:S:1:pos:R:3
Ir -0.070 0.158 0.134
I -0.642 2.825 -0.426
C -2.289 2.617 0.970
C -2.879 3.758 1.441
C -3.939 3.650 2.349
C -4.395 2.417 2.725
C -3.783 1.241 2.248
C -4.224 -0.030 2.665
C -3.607 -1.170 2.221
C -2.530 -1.089 1.336
C -2.031 0.133 0.908
C -2.673 1.323 1.355
H -2.543 4.730 1.117
H -4.380 4.552 2.745
H -5.219 2.327 3.417
H -5.055 -0.091 3.351
H -3.954 -2.137 2.551
H -2.086 -2.014 0.996
C -0.063 -4.394 -0.486
C 0.580 -4.841 0.664
C 1.125 -3.915 1.532
C 0.996 -2.549 1.269
N 0.375 -2.139 0.145
C -0.126 -3.031 -0.705
C 1.484 -1.499 2.160
C 2.200 -1.774 3.327
C 2.624 -0.753 4.153
C 2.364 0.568 3.822
C 1.678 0.860 2.652
C 1.221 -0.157 1.826
H -0.498 -5.086 -1.190
H 0.646 -5.896 0.883
H 1.644 -4.251 2.414
H -0.596 -2.631 -1.595
H 2.437 -2.792 3.592
H 3.161 -0.988 5.060
H 2.700 1.365 4.469
H 1.513 1.896 2.378
C 4.152 -2.298 -2.482
N 4.452 -0.928 -2.792
C 5.566 -0.462 -3.426
C 5.462 0.890 -3.490
N 4.284 1.241 -2.895
C 3.786 2.577 -2.715
C 3.666 0.121 -2.472
Se 2.235 0.014 -1.267
H 4.929 -2.939 -2.893
H 3.185 -2.575 -2.909
H 4.107 -2.431 -1.397
H 6.335 -1.124 -3.769
H 6.125 1.623 -3.900
H 4.464 3.277 -3.198
H 3.720 2.811 -1.650
H 2.790 2.670 -3.154
```

Values from the calculation:
* calculated total energy: -108068.6414 eV
* gap between HOMO and LUMO: 6.637 eV
* LUMO energy: -3.33 eV
* charge: +1
* spin multiplicity: 1

ORCA calculation (the ωB97M-V functional and the def2-TZVPD basis) on 12 unconnected molecules or ions with the total composition C48H72O24.

```
144
Properties=species:S:1:pos:R:3
O -13.381 -26.488 14.849
C -13.588 -25.358 15.166
C -13.993 -24.765 16.520
C -14.855 -23.568 16.107
C -14.259 -23.187 14.742
O -13.627 -24.366 14.236
H -14.413 -25.496 17.201
H -13.083 -24.359 16.974
H -15.864 -23.966 15.977
H -14.827 -22.723 16.788
H -14.886 -22.798 13.940
H -13.430 -22.478 14.845
O -11.244 -22.317 13.669
C -11.066 -21.156 13.936
C -9.770 -20.485 14.254
C -10.058 -18.963 14.184
C -11.596 -18.930 14.091
O -12.056 -20.261 13.936
H -9.620 -20.788 15.297
H -8.912 -20.833 13.685
H -9.725 -18.383 15.041
H -9.585 -18.554 13.290
H -11.991 -18.398 14.954
H -11.813 -18.393 13.172
O -8.862 -16.223 12.052
C -7.736 -16.316 12.455
C -7.341 -16.291 13.911
C -5.882 -16.751 13.871
C -5.511 -16.267 12.472
O -6.662 -16.521 11.663
H -7.503 -15.324 14.388
H -7.981 -16.972 14.471
H -5.200 -16.271 14.578
H -5.730 -17.807 14.088
H -5.245 -15.208 12.494
H -4.615 -16.786 12.131
O -7.684 -23.521 13.952
C -8.470 -24.350 13.563
C -9.167 -24.292 12.245
C -10.202 -25.407 12.368
C -9.505 -26.353 13.364
O -8.909 -25.401 14.251
H -9.703 -23.370 12.033
H -8.505 -24.532 11.412
H -11.245 -25.244 12.640
H -10.347 -25.848 11.373
H -10.233 -26.933 13.931
H -8.760 -27.048 12.971
O -7.396 -22.141 17.973
C -8.365 -22.794 17.756
C -8.702 -24.195 18.215
C -10.209 -24.209 18.086
C -10.407 -23.345 16.852
O -9.383 -22.310 16.962
H -8.159 -24.870 17.552
H -8.317 -24.322 19.225
H -10.611 -25.220 18.037
H -10.763 -23.708 18.883
H -10.209 -23.908 15.938
H -11.364 -22.830 16.842
O -8.996 -18.836 17.285
C -7.850 -18.567 17.542
C -6.971 -19.124 18.638
C -5.554 -18.790 18.147
C -5.768 -17.694 17.100
O -7.168 -17.711 16.784
H -7.204 -18.570 19.553
H -7.102 -20.169 18.901
H -4.924 -18.312 18.899
H -4.995 -19.644 17.772
H -5.528 -16.695 17.463
H -5.123 -17.870 16.242
O -3.366 -19.256 12.379
C -4.328 -19.473 13.045
C -5.664 -20.032 12.612
C -6.464 -20.013 13.904
C -5.442 -19.851 15.016
O -4.320 -19.209 14.397
H -6.001 -19.253 11.927
H -5.534 -21.009 12.161
H -7.318 -19.338 13.940
H -6.912 -21.010 13.987
H -5.906 -19.271 15.816
H -5.070 -20.784 15.442
O -12.489 -14.892 7.793
C -12.631 -15.846 8.512
C -11.926 -16.197 9.792
C -12.602 -17.529 10.210
C -12.980 -18.057 8.846
O -13.348 -16.906 8.104
H -10.911 -16.477 9.499
H -11.923 -15.389 10.516
H -11.857 -18.144 10.719
H -13.442 -17.524 10.899
H -12.178 -18.578 8.320
H -13.842 -18.717 8.957
O -13.771 -20.469 11.106
C -14.142 -21.591 10.950
C -13.359 -22.907 11.042
C -14.491 -23.944 11.183
C -15.486 -23.284 10.242
O -15.420 -21.907 10.623
H -12.813 -23.013 10.106
H -12.734 -22.878 11.936
H -14.087 -24.920 10.916
H -15.020 -24.069 12.125
H -15.361 -23.415 9.163
H -16.517 -23.617 10.378
O -12.996 -16.383 13.139
C -13.812 -15.502 13.206
C -14.563 -15.096 14.472
C -15.319 -13.833 14.115
C -15.244 -13.824 12.518
O -14.177 -14.729 12.207
H -15.299 -15.877 14.668
H -13.892 -14.976 15.318
H -16.376 -13.877 14.361
H -14.878 -12.878 14.389
H -16.139 -14.315 12.141
H -15.047 -12.837 12.122
O -12.888 -22.046 18.658
C -12.733 -20.867 18.460
C -11.674 -20.161 17.608
C -11.792 -18.756 18.158
C -13.288 -18.621 18.535
O -13.606 -19.977 18.911
H -10.669 -20.570 17.649
H -11.959 -20.192 16.553
H -11.123 -18.556 18.987
H -11.672 -18.088 17.302
H -13.352 -17.915 19.359
H -13.926 -18.264 17.729
O -6.427 -20.457 9.419
C -7.581 -20.684 9.618
C -8.594 -21.205 8.596
C -9.903 -20.694 9.211
C -9.586 -20.542 10.710
O -8.181 -20.389 10.766
H -8.416 -20.811 7.601
H -8.564 -22.294 8.542
H -10.193 -19.717 8.823
H -10.823 -21.260 9.051
H -10.045 -19.593 10.991
H -9.936 -21.335 11.368
```

Values from the calculation:
* SMILES string: O=C1CCCO1.O=C1CCCO1.O=C1CCCO1.O=C1CCCO1.O=C1CCCO1.O=C1CCCO1.O=C1CCCO1.O=C1CCCO1.O=C1CCCO1.O=C1CCCO1.O=C1CCCO1.O=C1CCCO1
* calculated total energy: -100085.2968 eV
* gap between HOMO and LUMO: 9.814 eV
* LUMO energy: 0.28 eV
* ΔE to the lowest compared entry with this formula, charge and spin: 49.9 kcal/mol
* charge: 0
* spin multiplicity: 1

ORCA calculation (the ωB97M-V functional and the def2-TZVPD basis) on a single C22H24N4O3S molecule.

```
54
Properties=species:S:1:pos:R:3
C 1.272 -0.755 1.712
C 1.113 -0.222 0.324
C 1.620 0.990 -0.053
C 2.579 1.796 0.727
O 3.501 1.285 1.337
N 2.433 3.151 0.697
C 1.333 3.915 0.288
C 1.546 5.154 -0.310
C 0.474 5.927 -0.705
C -0.828 5.477 -0.526
C -1.045 4.228 0.064
C 0.034 3.469 0.493
O -2.303 3.716 0.241
C -3.281 4.377 -0.532
C -3.112 5.890 -0.408
O -1.861 6.286 -0.923
S 1.124 1.490 -1.656
C 0.122 0.084 -1.786
N -0.736 -0.093 -2.782
C -1.519 -1.142 -2.639
N -1.409 -2.093 -1.733
C -0.444 -2.006 -0.814
N -0.232 -3.100 -0.031
C -1.241 -4.143 -0.064
C -1.212 -4.915 1.251
C 0.169 -5.519 1.474
C 1.216 -4.409 1.447
C 1.135 -3.574 0.166
C 1.640 -4.343 -1.062
C 0.283 -0.789 -0.691
H 2.255 -1.204 1.849
H 0.499 -1.488 1.925
H 1.198 0.062 2.428
H 3.224 3.661 1.070
H 2.553 5.508 -0.465
H 0.622 6.892 -1.163
H -0.167 2.526 0.973
H -3.182 4.086 -1.586
H -4.250 4.052 -0.150
H -3.188 6.175 0.651
H -3.869 6.423 -0.986
H -2.308 -1.262 -3.369
H -1.083 -4.824 -0.909
H -2.208 -3.660 -0.209
H -1.974 -5.696 1.227
H -1.448 -4.235 2.071
H 0.378 -6.256 0.697
H 0.206 -6.034 2.435
H 1.056 -3.756 2.307
H 2.219 -4.831 1.530
H 1.777 -2.699 0.273
H 2.701 -4.552 -0.947
H 1.118 -5.284 -1.200
H 1.503 -3.739 -1.957
```

Values from the calculation:
* SMILES string: Cc1c(C(=O)Nc2ccc3c(c2)OCCO3)sc2ncnc(N3CCCC[C@H]3C)c12
* calculated total energy: -46142.5192 eV
* gap between HOMO and LUMO: 8.304 eV
* LUMO energy: 0.27 eV
* ΔE to the lowest compared entry with this formula, charge and spin: 26.4 kcal/mol
* charge: 0
* spin multiplicity: 1

ORCA calculation (the ωB97M-V functional and the def2-TZVPD basis) on a molecular structure, C42H42AsIrN3O3P2.

```
94
Properties=species:S:1:pos:R:3
Ir -0.028 0.849 -0.465
O 0.605 2.785 -0.375
C 1.842 3.218 -0.453
C 2.085 4.591 -0.253
C 3.358 5.104 -0.316
C 4.457 4.280 -0.587
C 4.241 2.942 -0.790
C 2.946 2.381 -0.724
C 2.869 0.971 -0.945
N 1.839 0.178 -0.884
N 2.277 -1.129 -1.115
C 1.558 -2.176 -1.047
O 0.217 -2.295 -0.844
C 2.214 -3.493 -1.199
C 3.596 -3.603 -1.056
C 4.208 -4.835 -1.195
C 3.448 -5.965 -1.475
C 2.073 -5.858 -1.615
C 1.454 -4.626 -1.475
H 1.238 5.233 -0.049
H 3.511 6.164 -0.154
H 5.454 4.692 -0.637
H 5.074 2.284 -1.005
H 3.803 0.470 -1.177
H 4.174 -2.719 -0.826
H 5.281 -4.919 -1.081
H 3.930 -6.928 -1.583
H 1.480 -6.736 -1.833
H 0.381 -4.543 -1.584
C -2.652 -0.875 2.241
N -1.274 -1.145 1.888
P -0.186 -0.060 1.647
C -0.310 1.327 2.843
C -0.803 0.956 4.098
C -0.930 1.893 5.110
C -0.554 3.212 4.892
C -0.040 3.584 3.658
C 0.079 2.647 2.639
C 1.431 -0.794 1.981
C 2.552 0.018 2.134
C 3.793 -0.552 2.366
C 3.916 -1.934 2.449
C 2.797 -2.743 2.316
C 1.552 -2.176 2.087
P -0.803 -1.075 -1.232
C -0.741 -1.082 -3.041
C -0.182 -0.010 -3.732
C -0.091 -0.039 -5.117
C -0.551 -1.145 -5.814
C -1.109 -2.220 -5.133
C -1.209 -2.188 -3.753
C -2.384 -1.830 -0.870
C -2.492 -3.083 -0.277
C -3.747 -3.640 -0.081
C -4.887 -2.948 -0.468
C -4.777 -1.696 -1.057
C -3.526 -1.137 -1.264
H -2.885 -1.308 3.220
H -3.340 -1.330 1.525
H -2.900 0.191 2.296
H -1.083 -0.074 4.276
H -1.317 1.592 6.075
H -0.649 3.943 5.684
H 0.278 4.605 3.489
H 0.472 2.947 1.680
H 2.457 1.098 2.076
H 4.662 0.081 2.493
H 4.886 -2.378 2.632
H 2.893 -3.819 2.392
H 0.663 -2.788 1.996
H 0.192 0.857 -3.197
H 0.342 0.798 -5.647
H -0.478 -1.171 -6.893
H -1.469 -3.081 -5.679
H -1.658 -3.021 -3.225
H -1.604 -3.604 0.053
H -3.835 -4.613 0.383
H -5.863 -3.387 -0.311
H -5.666 -1.161 -1.364
H -3.432 -0.164 -1.733
C -3.471 2.917 1.956
As -2.745 3.012 0.189
C -1.740 4.632 0.028
C -4.218 3.134 -1.026
O -1.966 1.580 -0.212
H -3.997 3.847 2.174
H -2.665 2.767 2.671
H -4.166 2.081 1.998
H -2.442 5.464 0.084
H -1.215 4.632 -0.924
H -1.021 4.690 0.840
H -4.835 3.999 -0.786
H -4.808 2.224 -0.938
H -3.834 3.223 -2.041
```

Values from the calculation:
* calculated total energy: -137100.5057 eV
* gap between HOMO and LUMO: 7.390 eV
* LUMO energy: -2.64 eV
* ΔE to the lowest compared entry with this formula, charge and spin: 10.9 kcal/mol
* charge: +1
* spin multiplicity: 1

ORCA calculation (the ωB97M-V functional and the def2-TZVPD basis) on 2 unconnected molecules or ions with the total composition C4H12N2O2.

```
20
Properties=species:S:1:pos:R:3
N -2.420 -1.799 1.267
C -2.532 -0.618 0.441
C -1.219 0.175 0.272
N -0.233 -0.572 -0.468
C 0.910 -1.054 0.025
O 1.794 -1.550 -0.635
H -2.118 -1.555 2.205
H -1.738 -2.441 0.876
H -2.894 -0.930 -0.541
H -3.282 0.039 0.890
H -1.418 1.118 -0.245
H -0.806 0.403 1.259
H -0.335 -0.594 -1.472
H 0.971 -0.968 1.126
C 2.678 2.001 -0.637
O 1.820 1.337 -1.531
H 3.708 2.038 -1.015
H 2.302 3.023 -0.538
H 2.683 1.522 0.349
H 2.130 0.425 -1.627
```

Values from the calculation:
* SMILES string: NCCNC=O.CO
* calculated total energy: -11417.5905 eV
* gap between HOMO and LUMO: 10.345 eV
* LUMO energy: 0.88 eV
* ΔE to the lowest compared entry with this formula, charge and spin: 37.5 kcal/mol
* charge: 0
* spin multiplicity: 1

- Look up the calculated total energy of the seventh one.
  -11417.5905 eV

- calculated total energy of number 4 (C48H72O24)?
  -100085.2968 eV

- What is the formula in the seventh record?
  C4H12N2O2